No. 1
# C35H54F11NO12S2

3 unconnected molecules or ions with the total composition C35H54F11NO12S2 (ωB97M-V with the def2-TZVPD basis set, the Open Molecules 2025 dataset).

XYZ file:
```
115
C35H54F11NO12S2, DFT ωB97M-V with the def2-TZVPD basis set
C 6.306 -4.112 1.863
C 5.385 -2.966 2.230
O 4.788 -2.499 1.035
C 4.043 -1.326 1.230
C 3.351 -0.953 -0.088
S 2.159 -2.300 -0.493
C 4.394 -0.888 -1.213
C 5.678 -0.090 -0.902
C 6.970 -0.906 -0.965
C 7.221 -1.470 -2.357
C 8.124 -0.003 -0.442
C 9.459 -0.091 -1.181
C 10.468 0.905 -0.640
C 10.311 1.741 0.435
C 9.274 2.840 0.532
C 11.252 1.616 1.613
O 2.697 0.259 0.192
C 2.020 0.877 -0.893
C 2.842 2.036 -1.453
O 3.336 2.892 -0.452
C 4.671 3.329 -0.638
C 0.587 1.330 -0.524
C 0.558 2.637 0.320
C 0.486 3.946 -0.473
C -0.741 4.114 -1.357
F -0.384 4.877 -2.480
N -0.205 0.259 0.122
C 0.029 0.051 1.544
C 0.149 -1.399 1.957
O -0.417 -2.323 1.512
F 0.994 -1.532 2.992
S -1.675 -0.038 -0.544
O -1.710 -1.359 -1.082
O -2.071 0.975 -1.483
C -3.043 -0.050 0.727
F -4.064 -0.668 0.125
F -2.723 -0.806 1.794
C -3.505 1.317 1.287
F -4.389 1.026 2.275
F -2.471 1.954 1.870
C -4.222 2.312 0.322
F -3.307 3.178 -0.149
F -4.825 1.719 -0.716
C -5.297 3.180 1.046
F -4.824 3.725 2.157
F -5.606 4.176 0.207
F -6.410 2.495 1.268
H 6.783 -4.545 2.738
H 7.043 -3.784 1.131
H 5.730 -4.895 1.370
H 4.604 -3.365 2.886
H 5.943 -2.182 2.749
H 3.247 -1.501 1.962
H 4.643 -0.494 1.608
H 2.927 -3.369 -0.258
H 3.949 -0.495 -2.127
H 4.681 -1.905 -1.463
H 5.627 0.454 0.039
H 5.789 0.664 -1.689
H 6.903 -1.751 -0.277
H 6.407 -2.105 -2.701
H 8.123 -2.081 -2.372
H 7.376 -0.667 -3.080
H 7.778 1.028 -0.531
H 8.319 -0.196 0.614
H 9.336 0.098 -2.250
H 9.906 -1.072 -1.014
H 11.432 0.918 -1.150
H 8.362 2.492 1.042
H 8.982 3.196 -0.448
H 9.656 3.639 1.162
H 10.989 0.694 2.127
H 11.111 2.436 2.318
H 12.290 1.596 1.270
H 1.904 0.171 -1.720
H 3.677 1.645 -2.037
H 2.212 2.568 -2.178
H 4.748 4.322 -0.199
H 4.942 3.419 -1.690
H 5.354 2.681 -0.088
H 0.172 1.608 -1.489
H -0.300 2.624 0.993
H 1.449 2.684 0.944
H 0.453 4.750 0.264
H 1.363 4.148 -1.079
H -1.157 3.181 -1.731
H -1.530 4.673 -0.858
H -0.753 0.445 2.195
H 0.942 0.539 1.866
C -7.092 -0.012 -1.626
C -8.283 -0.767 -1.097
C -8.117 -2.269 -1.053
O -9.474 -2.722 -1.184
C -10.155 -1.771 -1.866
O -11.249 -1.917 -2.310
O -9.422 -0.642 -1.972
H -6.869 -0.313 -2.651
H -7.295 1.058 -1.642
H -6.219 -0.194 -1.006
H -8.574 -0.378 -0.117
H -7.682 -2.630 -0.124
H -7.540 -2.653 -1.897
C -13.308 -3.726 -0.629
C -13.996 -2.952 0.463
C -13.095 -2.513 1.592
O -14.005 -2.439 2.697
C -15.014 -3.316 2.452
O -15.830 -3.642 3.250
O -14.952 -3.764 1.176
H -12.867 -4.643 -0.233
H -14.022 -4.020 -1.398
H -12.528 -3.126 -1.093
H -14.536 -2.100 0.041
H -12.627 -1.547 1.418
H -12.325 -3.253 1.825
```

Calculated values
SMILES string = CCOC[C@](S)(CC[C@@H](C)CCC=C(C)C)O[C@H](COC)[C@H](CCCF)N(CC(=O)F)S(=O)(=O)C(F)(F)C(F)(F)C(F)(F)C(F)(F)F.C[C@@H]1COC(=O)O1.C[C@@H]1COC(=O)O1
F_max = 2.5 eV/A
E = -4218.45443 hartree
HOMO energy = -7.66 eV

No. 2
# C35H54N9O5

A molecular structure, C35H54N9O5 (ωB97M-V with the def2-TZVPD basis set, the Open Molecules 2025 dataset).

XYZ file:
```
103
C35H54N9O5, DFT ωB97M-V with the def2-TZVPD basis set
C 2.229 0.486 1.923
C 1.171 0.038 0.907
C 0.394 -0.933 1.636
C -1.058 -0.981 1.098
C -1.656 0.427 1.292
C -0.952 1.402 0.431
N 0.485 1.339 0.595
O 1.170 2.200 -0.019
C -1.464 2.879 0.921
C -1.392 1.252 -1.079
C 1.714 -0.645 -0.448
H 2.968 0.918 1.359
H 2.812 -0.194 2.256
H 1.666 0.789 2.748
H 0.123 -0.465 2.575
H 0.831 -1.918 1.852
H -1.890 -1.571 1.526
H -0.935 -1.163 -0.023
H -1.632 0.599 2.318
H -2.769 0.432 0.938
H -1.321 3.170 2.056
H -2.435 3.175 0.683
H -0.917 3.731 0.478
H -1.212 2.076 -1.633
H -2.374 1.087 -1.077
H -0.743 0.394 -1.633
H 0.842 -1.057 -1.114
H 2.214 -1.499 0.097
H 2.219 0.140 -1.014
N 2.832 -3.062 3.766
C 2.766 -1.894 4.513
C 1.427 -1.708 5.043
C 0.647 -2.842 4.487
C 1.663 -3.662 3.657
H 3.633 -3.335 3.209
H 3.599 -1.282 4.557
H 1.138 -0.826 5.426
H -0.391 -3.061 4.495
H 1.585 -4.940 3.221
N 4.956 -4.331 1.849
C 4.604 -3.380 0.869
C 5.242 -2.137 1.315
C 5.982 -2.412 2.573
C 5.902 -3.888 2.868
H 4.707 -5.396 2.054
H 4.056 -3.634 -0.101
H 5.172 -1.159 0.954
H 6.633 -1.879 3.298
H 6.369 -4.437 3.647
N -6.305 -3.029 -0.804
C -5.863 -3.667 0.307
C -4.439 -3.110 0.518
C -4.266 -1.972 -0.562
C -5.572 -2.131 -1.483
H -7.298 -3.298 -1.029
H -6.693 -4.177 0.863
H -3.806 -3.539 1.305
H -3.405 -1.307 -0.776
H -5.922 -1.327 -2.400
N 2.768 -5.033 -2.978
C 2.423 -3.920 -3.652
C 1.257 -3.223 -2.946
C 0.937 -4.131 -1.808
C 1.914 -5.347 -1.957
H 3.519 -5.745 -3.373
H 3.072 -3.572 -4.431
H 0.762 -2.369 -3.159
H 0.157 -3.795 -1.139
H 1.971 -6.169 -1.325
N 2.685 1.512 -2.972
C 1.465 2.165 -2.989
C 0.609 1.461 -4.088
C 1.488 0.472 -4.638
C 2.700 0.468 -3.796
H 3.407 1.707 -2.233
H 1.310 2.991 -2.208
H -0.461 1.514 -4.175
H 1.184 -0.152 -5.463
H 3.646 -0.061 -3.923
N -3.362 2.334 -3.890
C -3.786 1.346 -4.768
C -5.216 1.056 -4.221
C -5.397 1.833 -2.923
C -4.199 2.650 -2.790
H -2.407 2.846 -3.894
H -3.141 0.871 -5.390
H -5.617 0.278 -4.517
H -6.294 1.503 -2.265
H -4.043 3.357 -1.925
C 1.782 5.009 2.234
N 1.094 4.302 3.351
O 0.516 5.062 4.249
O 0.848 3.161 3.205
H 1.159 5.683 1.701
H 1.953 4.188 1.470
H 2.705 5.564 2.565
C -2.714 7.517 -0.013
N -3.211 6.882 1.335
O -4.107 7.514 1.811
O -2.684 5.857 1.761
H -3.242 7.402 -0.824
H -1.737 7.093 -0.336
H -2.753 8.635 0.037
```

Calculated values
F_max = 13.0 eV/A
E = -2233.87423 hartree
ΔE to the lowest compared entry with this formula, charge and spin = 0.00 kJ/mol
HOMO energy = -9.75 eV
total charge = +1

No. 3
# C35H55FO4

2 unconnected molecules or ions with the total composition C35H55FO4 (ωB97M-V with the def2-TZVPD basis set, the Open Molecules 2025 dataset).

XYZ file:
```
95
C35H55FO4, DFT ωB97M-V with the def2-TZVPD basis set
C -4.284 3.703 -1.674
C -4.704 2.293 -2.354
C -3.856 2.037 -3.711
C -2.420 1.432 -3.293
C -1.388 2.571 -2.845
C 0.085 1.916 -2.793
C 0.688 1.715 -4.264
C 0.748 0.203 -4.774
C 1.310 -0.853 -3.705
C 0.025 -1.610 -3.062
C -0.151 -3.123 -3.557
C -0.686 -3.984 -2.292
C 0.586 -4.508 -1.456
C 0.216 -4.604 0.113
C 1.076 -5.692 0.913
C 2.437 -5.154 1.557
C 3.301 -4.187 0.621
C 2.848 -2.661 0.824
C 3.991 -1.694 1.335
C 3.904 -1.008 2.584
C 2.678 -1.131 3.591
O 1.794 0.026 3.436
C 0.430 -0.511 3.417
C -0.597 0.731 3.477
O -1.879 0.435 2.871
C -1.912 1.008 1.517
C -1.123 0.065 0.463
C 5.066 0.000 3.041
O 4.817 0.798 3.977
C 6.478 0.012 2.331
C 6.590 -0.665 1.106
C 5.314 -1.365 0.492
O 5.358 -1.631 -0.737
H -5.186 4.318 -1.362
H -3.592 4.290 -2.380
H -3.640 3.472 -0.750
H -5.821 2.284 -2.565
H -4.472 1.427 -1.644
H -3.648 3.018 -4.251
H -4.444 1.295 -4.348
H -2.637 0.669 -2.461
H -1.989 0.839 -4.165
H -1.412 3.386 -3.638
H -1.593 3.014 -1.820
H 0.813 2.614 -2.238
H -0.005 0.966 -2.177
H -0.026 2.268 -4.981
H 1.681 2.270 -4.343
H 1.489 0.191 -5.658
H -0.245 -0.157 -5.228
H 2.007 -1.635 -4.149
H 1.838 -0.262 -2.874
H -0.919 -1.048 -3.373
H 0.094 -1.521 -1.914
H -0.929 -3.140 -4.392
H 0.844 -3.575 -3.909
H -1.358 -3.277 -1.696
H -1.316 -4.839 -2.697
H 0.842 -5.553 -1.835
H 1.424 -3.750 -1.667
H 0.274 -3.545 0.522
H -0.895 -4.901 0.166
H 0.416 -6.039 1.791
H 1.192 -6.600 0.238
H 2.262 -4.692 2.594
H 3.090 -6.083 1.753
H 4.416 -4.359 0.841
H 3.166 -4.514 -0.473
H 1.961 -2.662 1.530
H 2.440 -2.308 -0.193
H 3.109 -1.029 4.654
H 2.128 -2.122 3.541
H 0.353 -1.094 2.428
H 0.226 -1.239 4.267
H -0.061 1.620 3.003
H -0.722 0.971 4.590
H -1.525 2.089 1.501
H -3.000 1.014 1.164
H -0.047 0.439 0.304
H -1.073 -1.020 0.834
H -1.722 0.045 -0.502
H 7.342 0.548 2.827
H 7.602 -0.686 0.591
F -3.554 4.027 1.671
C -3.257 4.681 2.805
C -2.657 3.992 3.845
C -2.342 4.667 5.020
C -2.643 6.021 5.144
C -3.252 6.701 4.093
C -3.556 6.029 2.914
H -2.436 2.936 3.730
H -1.864 4.139 5.837
H -2.401 6.546 6.062
H -3.489 7.755 4.193
H -4.022 6.545 2.083
```

Calculated values
SMILES string = CCCCCCCCCCCCCCCCCCC1=C(COCCOCC)C(=O)C=CC1=O.Fc1ccccc1
F_max = 3.8 eV/A
E = -1767.16323 hartree
HOMO energy = -9.30 eV

No. 4
# C35H55IrN4OP2

A molecular structure, C35H55IrN4OP2 (ωB97M-V with the def2-TZVPD basis set, the Open Molecules 2025 dataset).

XYZ file:
```
98
C35H55IrN4OP2, DFT ωB97M-V with the def2-TZVPD basis set
C 0.524 -0.269 -3.138
C -1.214 1.110 -2.366
C 0.206 -0.004 -4.475
C -1.466 1.540 -3.698
C -0.745 0.994 -4.745
H 0.722 -0.555 -5.260
H -2.258 2.269 -3.838
H -0.930 1.303 -5.772
N -0.048 0.423 -2.150
P 2.156 -1.058 -1.059
P -2.146 0.953 0.389
C 1.431 -1.410 -2.740
H 0.837 -2.333 -2.697
H 2.180 -1.592 -3.520
C 0.190 -0.378 1.759
O 0.051 -0.538 2.909
C -2.161 1.259 -1.342
H -3.010 1.900 -1.639
C -4.045 0.273 0.232
C -2.290 2.464 1.681
C 2.555 -2.744 -0.286
C 3.725 -0.149 -1.648
C -4.062 -0.858 1.251
H -3.893 -0.510 2.278
H -5.037 -1.372 1.234
H -3.283 -1.592 1.017
C -5.140 1.306 0.508
H -5.103 1.784 1.490
H -5.154 2.084 -0.267
H -6.111 0.787 0.445
C -4.366 -0.217 -1.187
H -5.319 -0.770 -1.169
H -4.505 0.615 -1.886
H -3.581 -0.867 -1.597
C -2.963 1.934 2.961
H -2.362 1.126 3.402
H -3.015 2.754 3.695
H -3.981 1.563 2.823
C -0.932 2.998 2.124
H -0.303 2.220 2.568
H -0.389 3.466 1.298
H -1.090 3.773 2.893
C -3.024 3.637 1.035
H -4.046 3.418 0.723
H -3.082 4.454 1.771
H -2.471 4.009 0.163
C 4.569 0.230 -0.427
H 5.527 0.633 -0.788
H 4.088 1.009 0.171
H 4.787 -0.620 0.232
C 3.335 1.127 -2.408
H 2.813 0.906 -3.346
H 2.712 1.792 -1.807
H 4.256 1.670 -2.658
C 4.583 -0.988 -2.617
H 5.277 -0.298 -3.120
H 5.192 -1.737 -2.104
H 4.006 -1.485 -3.404
C 1.538 -3.753 -0.826
H 1.723 -4.006 -1.879
H 1.606 -4.682 -0.239
H 0.522 -3.358 -0.722
C 2.388 -2.631 1.237
H 1.351 -2.410 1.514
H 2.656 -3.599 1.685
H 3.042 -1.859 1.665
C 3.965 -3.260 -0.583
H 4.127 -3.430 -1.654
H 4.747 -2.605 -0.179
H 4.067 -4.235 -0.081
Ir 0.248 -0.020 -0.033
N -0.920 -1.398 -0.652
C -1.946 -1.922 -0.921
C -2.548 -3.388 -0.895
C -3.965 -3.390 -1.434
C -1.715 -4.314 -1.774
C -2.552 -3.967 0.529
H -4.655 -2.811 -0.817
H -4.007 -2.999 -2.454
H -4.343 -4.420 -1.455
H -0.782 -4.577 -1.268
H -2.265 -5.249 -1.972
H -1.470 -3.830 -2.724
H -2.851 -5.026 0.486
H -1.553 -3.888 0.970
H -3.259 -3.447 1.182
N 1.775 6.169 -1.528
C 1.890 5.223 -0.846
C 2.038 4.061 -0.013
C 2.896 4.058 1.090
C 3.010 2.889 1.832
C 2.282 1.768 1.459
N 1.442 1.782 0.415
C 1.308 2.910 -0.322
H 3.458 4.955 1.338
H 3.662 2.821 2.701
H 2.398 0.824 1.994
H 0.617 2.890 -1.172
```

Calculated values
F_max = 5.5 eV/A
E = -2446.72701 hartree
ΔE to the lowest compared entry with this formula, charge and spin = 154.61 kJ/mol
HOMO energy (spin up / spin down) = -14.02 / -18.06 eV
multiplicity = 6
total charge = +3
expectation value of S² = 8.83